Record 1
{
  "formula": "C5H10O2S2",
  "method": "ωB97M-V/def2-TZVPD",
  "spin_multiplicity": 1,
  "e_homo_ev": -9.1,
  "e_lumo_ev": 0.53,
  "de_lowest_kcal_mol": 35.6,
  "total_energy_ha": -1143.254543,
  "fmax_ha_per_bohr": 0.0957,
  "smiles": "CC1(C)SCCS1(=O)=O",
  "symbols": ["C", "C", "C", "C", "C", "O", "O", "S", "S", "H", "H", "H", "H", "H", "H", "H", "H", "H", "H"],
  "positions_angstrom": [[-0.258, 2.029, -0.558], [1.190, 1.667, -0.408], [-0.480, -0.416, 0.525], [-1.111, -1.349, -0.993], [-0.446, -1.367, 1.661], [2.055, -0.371, 1.136], [1.547, -0.853, -1.187], [-1.237, 1.116, 0.821], [1.208, -0.090, 0.014], [-0.332, 3.023, -0.363], [-0.791, 1.551, -1.521], [1.865, 1.802, -1.237], [1.803, 2.268, 0.233], [-1.383, -0.691, -1.758], [-2.071, -1.671, -0.800], [-0.360, -1.970, -1.337], [-0.212, -0.853, 2.545], [0.330, -1.985, 1.597], [-1.316, -1.840, 1.630]]
}



Record 2
{
  "formula": "C5H15ClN2Si",
  "method": "ωB97M-V/def2-TZVPD",
  "spin_multiplicity": 1,
  "e_homo_ev": -8.6,
  "e_lumo_ev": 0.17,
  "de_lowest_kcal_mol": 56.7,
  "total_energy_ha": -1058.681050,
  "fmax_ha_per_bohr": 0.0873,
  "symbols": ["C", "C", "C", "C", "C", "N", "N", "Si", "Cl", "H", "H", "H", "H", "H", "H", "H", "H", "H", "H", "H", "H", "H", "H", "H"],
  "positions_angstrom": [[-0.731, 2.763, -0.375], [-0.584, -2.565, -1.305], [1.083, -1.475, 1.453], [1.852, 0.851, 1.176], [-0.596, 1.547, -1.286], [-1.173, -1.473, -0.691], [0.937, -0.162, 0.804], [-0.370, -0.010, -0.291], [-3.003, 0.652, 1.001], [-1.514, 2.738, 0.392], [0.221, 3.096, -0.008], [-1.081, 3.663, -1.192], [-0.751, -3.403, -0.701], [-0.756, -2.796, -2.383], [0.436, -2.358, -1.131], [0.159, -2.029, 1.283], [1.879, -2.073, 1.052], [0.991, -1.380, 2.507], [1.721, 1.090, 2.219], [2.860, 0.334, 1.106], [1.917, 1.510, 0.367], [0.252, 1.680, -1.861], [-1.591, 1.437, -1.816], [-2.162, -1.638, -0.320]]
}



Record 3
{
  "formula": "C35H39BFeO3S",
  "method": "ωB97M-V/def2-TZVPD",
  "spin_multiplicity": 5,
  "e_homo_ev": [-5.0, -6.9],
  "e_lumo_ev": [0.52, -1.51],
  "de_lowest_kcal_mol": 0.0,
  "total_energy_ha": -3269.310238,
  "fmax_ha_per_bohr": 0.1047,
  "symbols": ["C", "O", "C", "C", "C", "C", "C", "C", "C", "C", "C", "C", "Fe", "C", "C", "C", "C", "C", "C", "C", "H", "H", "H", "H", "H", "H", "H", "H", "H", "H", "H", "H", "H", "H", "H", "H", "H", "C", "C", "C", "C", "C", "B", "C", "C", "C", "C", "C", "C", "O", "C", "C", "C", "C", "C", "C", "O", "S", "H", "H", "H", "H", "H", "H", "H", "H", "H", "H", "H", "H", "H", "H", "H", "H", "H", "H", "H", "H", "H", "H"],
  "positions_angstrom": [[2.673, 0.169, -5.216], [3.005, 0.853, -3.985], [2.259, 0.535, -2.893], [2.294, 1.435, -1.797], [1.407, 1.261, -0.763], [0.489, 0.189, -0.784], [-0.788, 0.316, -0.097], [-1.991, -0.044, -0.946], [-3.402, 0.117, -0.552], [-4.251, -0.266, -1.653], [-3.405, -0.632, -2.765], [-2.034, -0.500, -2.332], [-2.996, 1.201, -2.134], [-2.036, 2.439, -3.340], [-1.958, 2.885, -1.961], [-3.313, 3.030, -1.456], [-4.229, 2.685, -2.529], [-3.441, 2.318, -3.691], [0.734, -0.865, -1.682], [1.494, -0.652, -2.816], [3.230, 0.718, -5.975], [3.004, -0.880, -5.172], [1.589, 0.214, -5.416], [2.989, 2.276, -1.839], [1.352, 1.977, 0.062], [-0.850, 1.439, 0.100], [-3.752, 0.390, 0.437], [-5.338, -0.325, -1.619], [-3.726, -1.010, -3.737], [-1.174, -0.771, -2.933], [-1.191, 2.322, -4.015], [-1.050, 3.172, -1.444], [-3.587, 3.423, -0.482], [-5.312, 2.770, -2.493], [-3.829, 2.083, -4.678], [0.221, -1.817, -1.550], [1.538, -1.395, -3.618], [2.003, -3.123, 3.970], [2.119, -2.308, 2.745], [2.642, -1.024, 2.644], [2.905, -0.656, 1.307], [2.541, -1.640, 0.381], [-1.670, 0.822, 1.484], [3.343, -1.975, -0.771], [4.374, -1.100, -1.184], [5.033, -1.328, -2.380], [4.743, -2.461, -3.137], [3.799, -3.392, -2.678], [3.121, -3.165, -1.488], [-2.245, -0.225, 2.152], [-1.916, -0.015, 3.547], [-3.129, -0.454, 4.341], [-0.745, -0.929, 3.896], [-1.554, 1.531, 3.596], [-2.752, 2.432, 3.900], [-0.423, 1.931, 4.516], [-1.154, 1.843, 2.239], [1.630, -2.899, 1.204], [2.455, -2.569, 4.797], [0.948, -3.308, 4.192], [2.518, -4.088, 3.871], [2.879, -0.418, 3.520], [3.400, 0.265, 1.033], [4.628, -0.227, -0.580], [5.797, -0.620, -2.716], [5.275, -2.639, -4.074], [3.603, -4.300, -3.251], [2.396, -3.894, -1.120], [-2.947, -0.331, 5.415], [-4.021, 0.114, 4.056], [-3.321, -1.517, 4.151], [-0.541, -0.913, 4.976], [-0.985, -1.969, 3.635], [0.182, -0.664, 3.370], [-3.041, 2.340, 4.953], [-2.453, 3.472, 3.713], [-3.618, 2.205, 3.262], [-0.713, 1.740, 5.555], [0.508, 1.391, 4.309], [-0.236, 3.006, 4.414]]
}



Record 4
{
  "formula": "C7H9Cl9F3O3Sr",
  "method": "ωB97M-V/def2-TZVPD",
  "total_charge": 1,
  "spin_multiplicity": 1,
  "e_homo_ev": -13.2,
  "e_lumo_ev": -5.75,
  "total_energy_ha": -4969.657709,
  "fmax_ha_per_bohr": 0.0554,
  "symbols": ["Sr", "O", "H", "C", "C", "O", "C", "O", "C", "F", "F", "F", "H", "H", "H", "H", "H", "C", "Cl", "Cl", "Cl", "H", "C", "Cl", "Cl", "Cl", "H", "C", "Cl", "Cl", "Cl", "H"],
  "positions_angstrom": [[-6.364, -8.297, 9.713], [-5.067, -9.621, 11.073], [-4.759, -10.059, 11.862], [-4.317, -7.969, 14.007], [-4.625, -6.671, 14.770], [-5.287, -6.934, 15.995], [-4.589, -6.759, 17.092], [-3.479, -6.384, 17.169], [-5.404, -7.139, 18.347], [-6.716, -7.151, 18.119], [-5.037, -8.365, 18.734], [-5.140, -6.286, 19.336], [-4.372, -7.826, 12.931], [-5.035, -8.753, 14.269], [-3.356, -8.406, 14.294], [-5.307, -6.077, 14.151], [-3.740, -6.051, 14.887], [-1.842, -10.224, 11.413], [-2.474, -11.859, 11.642], [-0.908, -10.132, 9.922], [-0.895, -9.712, 12.804], [-2.681, -9.560, 11.318], [-6.195, -12.527, 9.932], [-7.677, -11.825, 10.627], [-5.981, -11.952, 8.278], [-6.290, -14.271, 9.935], [-5.381, -12.209, 10.565], [-5.400, -11.825, 13.978], [-5.658, -13.556, 13.863], [-4.382, -11.420, 15.343], [-6.967, -10.983, 14.055], [-4.902, -11.534, 13.069]]
}